(1)
{
  "formula": "C32H101O41P9",
  "method": "wB97M-V/def2-TZVPD",
  "elements": ["C", "O", "P", "O", "O", "C", "O", "C", "H", "H", "H", "H", "H", "H", "H", "H", "H", "C", "O", "P", "O", "O", "C", "O", "C", "H", "H", "H", "H", "H", "H", "H", "H", "H", "C", "O", "P", "O", "O", "C", "O", "C", "H", "H", "H", "H", "H", "H", "H", "H", "H", "C", "O", "P", "O", "O", "C", "O", "C", "H", "H", "H", "H", "H", "H", "H", "H", "H", "C", "O", "P", "O", "O", "C", "O", "C", "H", "H", "H", "H", "H", "H", "H", "H", "H", "C", "O", "P", "O", "O", "C", "O", "C", "H", "H", "H", "H", "H", "H", "H", "H", "H", "C", "O", "P", "O", "O", "C", "O", "C", "H", "H", "H", "H", "H", "H", "H", "H", "H", "C", "O", "P", "O", "O", "C", "O", "C", "H", "H", "H", "H", "H", "H", "H", "H", "H", "C", "O", "P", "O", "O", "C", "O", "C", "H", "H", "H", "H", "H", "H", "H", "H", "H", "C", "O", "H", "H", "H", "H", "C", "O", "H", "H", "H", "H", "C", "O", "H", "H", "H", "H", "C", "O", "H", "H", "H", "H", "C", "O", "H", "H", "H", "H"],
  "xyz": [[2.3368, 4.1839, 1.1607], [3.7500, 3.8987, 1.1582], [4.2911, 2.5760, 0.4823], [3.5519, 2.1545, -0.7054], [5.8068, 2.8932, 0.2476], [6.5818, 3.5444, 1.2595], [4.3159, 1.5243, 1.6611], [3.0954, 0.8491, 1.9520], [2.0112, 4.2585, 2.1987], [1.7900, 3.3914, 0.6517], [2.2058, 5.1525, 0.6813], [6.0169, 3.7267, 2.1696], [6.9893, 4.4786, 0.8765], [7.4371, 2.9122, 1.5061], [2.3481, 1.4728, 2.4388], [3.2838, -0.0111, 2.5902], [2.6341, 0.4810, 1.0343], [2.4692, 7.2536, -4.1921], [3.5520, 7.0765, -3.2846], [3.2682, 6.3600, -1.8978], [2.3791, 7.0670, -0.9861], [4.7123, 6.1779, -1.3511], [5.7524, 5.5535, -2.1243], [2.8329, 4.8843, -2.2726], [1.4672, 4.4601, -2.2033], [2.8053, 7.0138, -5.1969], [2.1179, 8.2849, -4.1375], [1.5857, 6.6501, -3.9667], [6.6496, 6.1418, -1.9567], [5.5359, 5.5883, -3.1926], [5.8246, 4.5154, -1.8096], [1.4673, 3.4677, -1.7578], [1.0597, 4.4105, -3.2134], [0.8563, 5.1273, -1.5961], [-5.1134, -6.9857, -1.9314], [-3.7532, -7.4081, -2.0838], [-2.8666, -7.7262, -0.8198], [-3.4225, -8.6906, 0.1243], [-2.5407, -6.3106, -0.1889], [-2.9223, -6.0392, 1.1597], [-1.4941, -8.1228, -1.4759], [-1.4318, -9.3473, -2.2158], [-5.3552, -6.7713, -0.8905], [-5.7515, -7.7750, -2.3210], [-5.2551, -6.0814, -2.5204], [-3.5020, -6.8597, 1.5793], [-3.6543, -5.2233, 1.1514], [-2.0982, -5.7184, 1.7905], [-0.3905, -9.6556, -2.2733], [-1.7715, -9.1557, -3.2352], [-2.0240, -10.1317, -1.7475], [3.4048, -3.2013, 2.1017], [3.4690, -4.4948, 1.5242], [2.1728, -5.2269, 1.0422], [1.0823, -5.3460, 2.0091], [1.7206, -4.4482, -0.2640], [2.6599, -4.1033, -1.2752], [2.7488, -6.5812, 0.5004], [1.8696, -7.5952, 0.0296], [3.8455, -3.2269, 3.1009], [2.3729, -2.8557, 2.1979], [3.9949, -2.4967, 1.5156], [2.7543, -3.0233, -1.3203], [2.4109, -4.5583, -2.2355], [3.6734, -4.4836, -1.1125], [1.9419, -7.6210, -1.0604], [0.8306, -7.4376, 0.3180], [2.2010, -8.5604, 0.4073], [3.8330, -0.5150, -2.1823], [4.7931, -1.4008, -2.7836], [5.9995, -1.9373, -1.9570], [5.7314, -3.0743, -1.0886], [7.0541, -2.2399, -3.0965], [8.3142, -2.7789, -2.6906], [6.5917, -0.6938, -1.1745], [7.1331, 0.4076, -1.9053], [3.9568, -0.3975, -1.1061], [2.8196, -0.8361, -2.4024], [4.0081, 0.4794, -2.5943], [8.1978, -3.8150, -2.3819], [8.7043, -2.2071, -1.8422], [9.0193, -2.6556, -3.5067], [6.5690, 0.6224, -2.8119], [8.1733, 0.2088, -2.1759], [7.1355, 1.2587, -1.2291], [-0.8738, -2.8588, 0.9934], [-1.3510, -1.7514, 0.2428], [-0.3013, -0.7565, -0.3896], [0.7710, -1.3267, -1.1945], [-1.3211, 0.1908, -1.1161], [-0.9008, 1.4407, -1.6611], [0.2557, 0.0926, 0.8134], [-0.5560, 0.5070, 1.9211], [0.1784, -2.7596, 1.2690], [-0.8943, -3.8105, 0.4562], [-1.4864, -2.9859, 1.8848], [-1.7287, 2.1196, -1.4557], [-0.7540, 1.4283, -2.7412], [-0.0025, 1.8194, -1.1699], [-0.3073, -0.1631, 2.7414], [-1.6264, 0.4670, 1.7245], [-0.3023, 1.5280, 2.1922], [1.5165, -0.7357, 4.9821], [1.4017, 0.5697, 4.4206], [1.4303, 1.8512, 5.3550], [1.0832, 1.5909, 6.7531], [2.8895, 2.4261, 5.1443], [4.0420, 1.6344, 5.4408], [0.5802, 2.9103, 4.5788], [-0.0418, 3.9793, 5.3000], [2.3938, -1.2621, 4.6069], [0.6541, -1.3171, 4.6410], [1.4777, -0.7344, 6.0693], [3.7669, 0.7324, 5.9945], [4.6669, 2.2109, 6.1189], [4.5570, 1.3690, 4.5217], [-1.0183, 3.6516, 5.6632], [-0.2931, 4.7845, 4.6102], [0.5801, 4.3536, 6.1077], [-6.8121, 2.7609, -3.4989], [-6.0391, 1.9914, -2.5787], [-6.6309, 1.8306, -1.1146], [-6.7142, 3.0653, -0.3429], [-8.0193, 1.1155, -1.2920], [-8.0906, -0.2040, -1.8586], [-5.7286, 0.7029, -0.5235], [-4.3369, 0.9678, -0.3142], [-6.1698, 3.2871, -4.1965], [-7.4977, 3.4254, -2.9702], [-7.4432, 2.1188, -4.1238], [-8.8756, -0.1621, -2.6136], [-8.3865, -0.9073, -1.0853], [-7.1525, -0.4952, -2.3251], [-4.1875, 1.2668, 0.7252], [-3.9327, 1.7506, -0.9511], [-3.7698, 0.0456, -0.4102], [-4.9456, 4.3918, 2.9892], [-4.5139, 3.7936, 4.2401], [-4.1035, 2.2836, 4.3097], [-3.5702, 1.7316, 3.0516], [-3.1297, 2.2466, 5.5211], [-2.7210, 1.0193, 6.1555], [-5.3615, 1.4957, 4.8554], [-6.5483, 1.4476, 4.0623], [-4.3181, 5.2520, 2.7885], [-5.9843, 4.6887, 3.1293], [-4.9428, 3.6698, 2.1747], [-1.6351, 1.0192, 6.1997], [-3.1822, 0.1539, 5.6864], [-3.0761, 1.0607, 7.1860], [-7.3466, 2.0198, 4.5301], [-6.8896, 0.4151, 3.9846], [-6.3718, 1.7782, 3.0369], [-0.6601, -4.8155, -2.4184], [-0.2272, -5.2074, -3.7255], [-0.9491, -3.7651, -2.4268], [-1.5821, -5.3557, -2.1927], [0.0797, -5.0366, -1.6557], [0.3762, -5.9477, -3.6311], [-1.4304, 4.1715, 1.6707], [-2.3332, 3.2255, 1.1622], [-0.7073, 3.7365, 2.3738], [-0.8970, 4.6410, 0.8442], [-1.9541, 4.9751, 2.2107], [-2.8088, 2.7702, 1.8759], [-3.1153, 3.3664, -4.0892], [-3.9115, 3.0902, -5.2230], [-2.1484, 2.8667, -4.1364], [-2.9049, 4.4391, -3.9835], [-3.6440, 3.1130, -3.1650], [-4.2017, 3.9120, -5.6229], [-4.0138, -3.3498, -0.9326], [-5.2057, -2.6594, -1.3181], [-3.8343, -3.1870, 0.1261], [-4.1435, -4.4169, -1.1181], [-3.1654, -2.9612, -1.4984], [-5.4556, -2.9653, -2.1937], [1.5864, 1.6035, -4.9439], [0.3840, 1.3489, -5.6474], [2.3856, 1.8845, -5.6369], [1.4288, 2.3680, -4.1890], [1.9115, 0.6856, -4.4411], [0.4613, 0.5650, -6.1962]],
  "atomic_forces_ev_per_a": [[0.2, 0.2, 0.2], [0.0, 0.1, -0.1], [-0.5, 0.4, 0.1], [0.0, -0.1, -0.2], [0.2, 0.1, 0.0], [0.7, -0.1, 0.3], [0.3, -0.3, 0.3], [-0.8, -0.6, -0.5], [0.0, -0.1, 0.0], [-0.1, 0.1, -0.1], [-0.1, -0.1, -0.1], [-0.1, 0.1, -0.1], [-0.3, 0.1, -0.1], [-0.2, -0.1, -0.1], [0.3, 0.3, 0.1], [0.3, 0.1, 0.1], [0.1, 0.0, 0.0], [-0.6, 0.4, -0.1], [-0.1, -0.1, -0.2], [0.1, 0.0, 0.0], [-0.4, 0.1, 0.2], [0.6, 0.0, 0.1], [-0.3, 0.1, -0.2], [-0.3, 0.1, -0.1], [-0.1, -0.2, 0.0], [0.1, 0.0, 0.0], [0.2, 0.1, -0.1], [0.3, -0.3, 0.1], [0.2, -0.2, 0.2], [-0.1, 0.0, 0.1], [0.3, 0.0, 0.1], [0.1, 0.0, -0.1], [0.0, 0.0, 0.0], [0.1, 0.1, 0.0], [0.1, 0.0, -0.1], [0.0, 0.1, -0.3], [0.2, 0.1, 0.4], [-0.3, -0.3, 0.1], [0.2, -0.1, 0.1], [-1.3, 0.6, 0.4], [0.2, 0.1, 0.0], [0.1, 0.0, -0.5], [0.0, -0.1, 0.0], [-0.1, 0.0, 0.1], [0.1, 0.0, 0.0], [0.6, -0.3, 0.1], [0.3, 0.1, -0.2], [0.4, -0.4, -0.2], [0.0, 0.1, 0.2], [-0.1, -0.1, 0.1], [0.0, 0.0, 0.0], [0.0, 0.5, 0.4], [0.7, -0.4, 0.1], [-0.5, 0.2, -0.5], [-0.3, 0.2, 0.1], [-0.4, 0.0, 0.4], [1.3, -0.2, -0.5], [0.7, -0.2, 0.4], [-0.2, -0.3, -0.5], [-0.1, -0.2, 0.0], [0.0, 0.0, -0.1], [-0.1, -0.1, -0.3], [-0.4, 0.0, -0.2], [-0.7, 0.4, 0.0], [-0.2, 0.0, 0.6], [-0.1, 0.0, 0.0], [0.0, 0.1, 0.1], [0.1, 0.1, 0.1], [0.0, 0.8, 0.0], [-0.2, 0.0, -0.5], [0.2, -0.4, 0.1], [0.0, -0.2, 0.6], [0.0, 0.2, -0.6], [0.1, 0.3, 0.5], [0.1, 0.1, 0.3], [0.4, 0.2, 0.2], [0.1, -0.4, 0.0], [0.1, -0.2, 0.0], [-0.1, 0.0, -0.1], [0.1, -0.1, -0.1], [0.0, -0.1, 0.0], [-0.2, -0.2, -0.2], [-0.1, 0.0, 0.1], [-0.1, -0.2, -0.1], [-0.2, 0.1, -0.1], [0.6, -0.9, 0.4], [-0.3, -0.1, -0.2], [-0.4, 0.0, 0.0], [0.4, -0.1, -0.1], [-0.2, -0.1, -0.4], [-0.4, 0.7, 0.1], [0.4, 0.3, 0.2], [-0.2, -0.2, 0.2], [-0.1, 0.3, 0.1], [-0.3, 0.3, -0.4], [0.0, 0.3, 0.0], [0.2, 0.2, 0.1], [0.1, -0.5, 0.0], [0.0, -0.1, 0.0], [-0.2, 0.1, 0.1], [0.1, -0.1, -0.2], [0.2, 0.0, -0.1], [-0.8, -0.8, -0.1], [-0.1, 0.2, 0.1], [0.8, -0.2, 0.4], [-0.3, 0.0, 0.0], [0.1, 0.4, -0.3], [-0.2, -0.2, 0.6], [-0.1, -0.1, -0.4], [-1.0, 0.3, 0.1], [0.2, 0.4, 0.1], [0.0, 0.1, 0.0], [0.2, 0.2, 0.0], [0.0, -0.1, -0.1], [0.2, 0.1, -0.2], [0.0, 0.1, -0.1], [0.3, -0.2, 0.3], [0.5, -0.1, -0.2], [0.1, -0.1, 0.0], [-0.8, 0.0, -0.4], [0.1, 0.0, -0.4], [0.1, 0.1, 0.2], [-0.2, 0.4, 0.1], [-0.2, -0.2, 0.1], [-0.4, 0.3, -0.3], [0.3, -0.3, -0.2], [0.6, -0.2, 1.1], [0.3, 0.1, 0.3], [0.3, 0.3, 0.0], [0.1, -0.3, 0.2], [0.0, -0.1, 0.0], [0.2, 0.0, 0.1], [0.1, -0.1, 0.1], [-0.2, 0.2, -0.1], [-0.2, -0.1, -0.2], [-0.2, -0.1, -0.5], [-0.6, -0.3, 0.2], [0.2, 0.2, -0.1], [-0.3, -0.3, -0.2], [-0.1, 0.0, -0.1], [0.2, 0.3, 0.3], [-0.3, 0.3, 0.6], [0.0, -0.1, 0.2], [-0.4, -0.5, -0.5], [0.1, 0.0, -0.1], [0.1, 0.2, 0.0], [0.3, 0.1, -0.1], [0.0, -0.3, -0.3], [0.3, -0.1, -0.2], [-0.1, 0.0, -0.1], [0.2, 0.2, 0.0], [0.2, 0.0, 0.2], [0.0, 0.2, 0.1], [-0.8, -0.5, -0.4], [0.2, 0.3, 0.0], [0.5, 0.1, -0.1], [0.1, -0.1, 0.2], [0.0, 0.2, 0.1], [-0.1, 0.0, 0.0], [-0.3, 0.2, 0.5], [0.2, 0.1, -0.7], [0.1, 0.0, -0.1], [0.0, -0.1, -0.1], [0.1, 0.0, 0.0], [0.1, -0.1, 0.2], [0.0, 0.9, 0.6], [-0.1, -0.2, -0.2], [-0.1, -0.3, -0.2], [0.0, -0.1, -0.2], [0.0, -0.4, -0.1], [0.1, 0.0, 0.0], [-0.3, 0.1, -0.6], [-0.1, 0.1, 0.3], [-0.1, 0.1, 0.0], [0.3, -0.1, 0.1], [0.1, -0.2, 0.1], [0.1, 0.0, 0.0], [0.4, -1.1, -0.3], [-0.6, 0.5, 0.1], [0.0, 0.3, 0.2], [-0.1, 0.1, -0.2], [0.1, 0.2, 0.2], [0.2, 0.0, 0.1]],
  "fmax_ev_per_a": 1.52,
  "total_energy_ha": -7437.655948,
  "relative_energy_kcal_mol": 0.00,
  "lumo_energy_ev": 0.5,
  "homo_lumo_gap_ev": 10.13
}

(2)
{
  "formula": "C2H4Cl2Si",
  "method": "wB97M-V/def2-TZVPD",
  "elements": ["C", "C", "Si", "Cl", "Cl", "H", "H", "H", "H"],
  "xyz": [[-0.0824, -0.8373, 1.4039], [-0.0104, -0.1456, 0.2423], [1.0269, 1.3439, -0.1484], [3.8226, -0.7075, -1.7629], [2.1515, 2.2798, 1.1651], [-0.8544, -1.7109, 1.3345], [0.5702, -0.8575, 2.3332], [-0.5247, -0.5846, -0.6700], [0.8607, 1.9128, -1.5821]],
  "atomic_forces_ev_per_a": [[-0.9, -2.1, -0.5], [0.4, 0.0, 0.0], [0.4, -1.8, -2.3], [-1.0, 0.7, 0.6], [0.0, 0.2, 0.3], [1.6, 1.5, 0.5], [-1.0, 0.8, -1.3], [0.3, 0.9, 1.3], [0.1, -0.2, 1.6]],
  "fmax_ev_per_a": 2.97,
  "total_energy_ha": -1288.391598,
  "relative_energy_kcal_mol": 84.11,
  "lumo_energy_ev": [-2.6, -2.6],
  "homo_lumo_gap_ev": [5.37, 5.37]
}

(3)
{
  "formula": "C25H51InN9O6P2S",
  "method": "wB97M-V/def2-TZVPD",
  "elements": ["In", "C", "C", "N", "N", "C", "N", "S", "C", "C", "C", "C", "C", "N", "H", "H", "H", "H", "H", "H", "H", "H", "H", "H", "C", "C", "C", "O", "P", "O", "C", "P", "O", "O", "C", "C", "C", "O", "C", "C", "C", "O", "C", "C", "C", "H", "H", "H", "H", "H", "H", "H", "H", "H", "H", "H", "H", "H", "H", "H", "H", "H", "H", "H", "H", "H", "H", "H", "H", "H", "H", "H", "H", "H", "H", "C", "N", "C", "C", "N", "N", "C", "N", "N", "H", "H", "H", "H", "H", "H", "H", "H", "H", "H", "H"],
  "xyz": [[-1.4296, 0.3935, -0.2053], [-4.3439, 3.5947, -1.7279], [-3.3274, 2.5006, -1.7442], [-3.4808, 1.3384, -1.2543], [-4.6119, 0.8737, -0.6949], [-4.6499, -0.4578, -0.4210], [-5.8189, -0.9836, -0.0955], [-3.2576, -1.4216, -0.5097], [-2.0191, 2.6270, -2.4419], [-1.8524, 3.5200, -3.4878], [-0.6819, 3.4737, -4.2371], [0.2786, 2.5314, -3.9205], [0.0484, 1.6772, -2.8508], [-1.0624, 1.7323, -2.1225], [-4.7820, 3.6782, -0.7307], [-5.1529, 3.4019, -2.4380], [-3.9007, 4.5529, -1.9838], [-5.4700, 1.4123, -0.7158], [-6.6876, -0.4719, -0.1500], [-5.8752, -1.9718, 0.0944], [-2.6365, 4.2144, -3.7548], [-0.5426, 4.1582, -5.0628], [1.1916, 2.4578, -4.4940], [0.7646, 0.9162, -2.5748], [3.4077, 1.6910, 1.8395], [3.1145, 0.6760, 2.9257], [4.3662, 0.0578, 3.5126], [2.2804, -0.4356, 2.4500], [1.3669, -0.6734, 1.2133], [0.6206, 0.5444, 0.7472], [2.3024, -1.3355, -0.1843], [1.0892, -1.8036, -1.4657], [-0.2572, -1.1762, -1.2450], [1.1318, -3.3578, -1.3803], [0.2416, -4.3400, -2.0321], [-0.9896, -4.5515, -1.1756], [-0.1022, -3.9376, -3.4544], [1.5828, -1.2732, -2.8496], [2.7835, -1.5589, -3.6569], [3.6082, -0.2874, -3.7094], [3.5832, -2.7480, -3.1628], [0.3784, -1.8034, 1.6998], [0.7188, -2.7950, 2.7467], [1.8494, -3.7038, 2.3049], [-0.5486, -3.5708, 3.0578], [3.9661, 2.5170, 2.2778], [2.4914, 2.0785, 1.3950], [4.0257, 1.2455, 1.0565], [2.5301, 1.1407, 3.7231], [4.9973, -0.3530, 2.7236], [4.1012, -0.7386, 4.2073], [4.9354, 0.8092, 4.0578], [2.9016, -2.2016, 0.0898], [2.9478, -0.5481, -0.5763], [0.8505, -5.2424, -2.0287], [-1.6285, -3.6716, -1.2115], [-0.6997, -4.7442, -0.1440], [-1.5440, -5.4124, -1.5454], [-0.5419, -2.9383, -3.4743], [-0.8328, -4.6427, -3.8472], [0.7683, -3.9594, -4.1101], [2.3827, -1.7734, -4.6471], [3.9758, -0.0175, -2.7173], [3.0235, 0.5401, -4.1112], [4.4667, -0.4415, -4.3615], [4.0358, -2.5433, -2.1897], [4.3828, -2.9389, -3.8766], [2.9759, -3.6481, -3.0943], [1.0204, -2.2223, 3.6231], [1.6208, -4.1459, 1.3337], [1.9705, -4.5059, 3.0320], [2.7961, -3.1649, 2.2540], [-0.7220, -4.3575, 2.3260], [-1.4230, -2.9173, 3.0631], [-0.4506, -4.0352, 4.0381], [-0.4454, 5.0220, 1.2181], [-0.7971, 4.0621, 2.2577], [-0.8217, 4.5417, 3.6410], [-1.1674, 2.8146, 1.9255], [-1.4947, 2.4464, 0.7199], [-1.1998, 1.9175, 2.9781], [-1.6307, 0.6122, 2.9894], [-1.5623, 0.0170, 4.1970], [-2.0793, 0.0209, 1.9272], [0.2298, 5.7605, 1.6412], [-1.3235, 5.5418, 0.8256], [0.0813, 4.5232, 0.4043], [-0.8883, 5.6255, 3.6332], [0.0821, 4.2717, 4.1954], [-1.7037, 4.1733, 4.1653], [-1.4491, 3.2151, 0.0641], [-0.8073, 2.2530, 3.8416], [-1.3655, 0.5248, 5.0433], [-1.8687, -0.9336, 4.3098], [-2.3406, -0.9418, 2.0995]],
  "atomic_forces_ev_per_a": [[0.1, 0.3, 0.0], [-0.1, -0.1, -0.1], [-0.3, 0.0, -0.1], [0.4, -0.1, 0.1], [-0.4, 0.1, 0.1], [0.1, -0.1, 0.0], [0.0, 0.1, 0.0], [-0.1, -0.3, -0.1], [0.2, 0.1, -0.3], [0.0, 0.0, 0.1], [0.0, -0.1, 0.1], [0.0, 0.1, -0.1], [0.0, 0.1, 0.0], [-0.1, -0.2, 0.3], [0.0, 0.0, 0.0], [0.0, 0.0, 0.0], [0.0, 0.0, 0.0], [0.0, 0.1, 0.0], [0.0, 0.0, 0.0], [0.0, 0.0, 0.0], [0.0, 0.0, 0.0], [0.0, 0.0, 0.0], [0.0, 0.0, 0.0], [0.0, 0.0, 0.0], [-0.1, -0.2, 0.0], [0.4, 0.4, 0.1], [-0.2, -0.1, 0.0], [-0.1, -0.2, -0.4], [0.2, -0.1, 0.5], [-0.2, -0.2, -0.1], [-0.5, 0.1, 0.0], [0.4, -0.2, -0.3], [-0.1, 0.1, 0.1], [-0.1, 0.4, 0.1], [-0.3, -0.3, -0.3], [0.3, 0.1, 0.1], [0.2, 0.1, 0.1], [-0.1, 0.0, 0.2], [0.4, 0.0, -0.2], [-0.2, -0.1, 0.0], [-0.2, 0.1, 0.0], [0.3, 0.1, -0.2], [-0.1, -0.3, 0.3], [-0.1, 0.2, 0.0], [0.1, 0.2, -0.2], [0.0, 0.0, 0.0], [0.0, 0.1, 0.0], [0.0, 0.0, 0.0], [-0.1, -0.1, -0.1], [0.0, 0.0, 0.0], [0.1, 0.0, 0.0], [0.0, 0.0, 0.0], [0.0, 0.0, 0.0], [0.0, 0.0, 0.0], [0.0, 0.0, 0.0], [-0.1, 0.0, 0.0], [0.0, 0.0, 0.1], [0.0, 0.0, 0.0], [-0.1, 0.0, -0.1], [0.0, 0.0, 0.0], [0.0, 0.0, 0.0], [-0.1, 0.0, 0.1], [0.0, 0.0, 0.0], [0.0, 0.0, 0.0], [0.0, 0.0, 0.0], [0.0, -0.1, 0.0], [0.0, 0.0, 0.0], [0.1, 0.0, 0.0], [0.0, 0.1, -0.1], [0.0, 0.0, 0.0], [0.0, 0.0, 0.0], [0.0, 0.0, 0.0], [0.0, 0.0, -0.1], [0.0, 0.0, 0.1], [0.0, 0.0, 0.0], [-0.1, 0.0, -0.1], [0.1, -0.1, 0.1], [0.0, 0.0, 0.1], [-0.2, 0.2, -0.2], [0.1, -0.1, -0.2], [0.1, 0.0, 0.1], [-0.3, -0.2, 0.0], [0.2, 0.1, 0.0], [0.3, 0.1, -0.1], [0.0, 0.0, 0.0], [0.0, 0.0, 0.0], [0.0, 0.0, 0.0], [0.0, 0.0, 0.0], [0.0, 0.0, 0.0], [0.0, 0.0, 0.0], [0.0, 0.1, 0.1], [0.0, 0.0, 0.0], [0.0, 0.0, 0.0], [0.0, 0.0, 0.0], [-0.1, 0.0, 0.1]],
  "charge": 3,
  "fmax_ev_per_a": 0.57,
  "total_energy_ha": -3197.995112,
  "relative_energy_kcal_mol": 11.84,
  "lumo_energy_ev": -7.9,
  "homo_lumo_gap_ev": 8.89
}